[1]
{
  "formula": "C7H37O13",
  "method": "the ωB97M-V functional and the def2-TZVPD basis",
  "species": ["C", "O", "C", "C", "C", "C", "C", "C", "H", "H", "H", "H", "H", "H", "H", "H", "H", "H", "H", "H", "H", "H", "H", "O", "H", "H", "O", "H", "H", "O", "H", "H", "O", "H", "H", "O", "H", "H", "O", "H", "H", "O", "H", "H", "O", "H", "H", "O", "H", "H", "O", "H", "H", "O", "H", "H", "O"],
  "xyz": [[0.3156, 1.2752, 1.0940], [1.0774, 0.4873, 2.0409], [-0.3812, 0.4293, 0.0352], [0.6029, 0.1945, -1.1213], [-0.0536, -0.6961, -2.1638], [-0.0438, -2.0179, -1.9572], [-0.5808, -3.0081, -2.9806], [-0.9853, 0.0039, -3.1271], [-0.3930, 1.7493, 1.7874], [0.8962, 2.0779, 0.6522], [-0.6423, -0.5526, 0.3896], [-1.2375, 1.0128, -0.3046], [1.5068, -0.3022, -0.7768], [0.9810, 1.1274, -1.5444], [0.7036, -2.3580, -1.2465], [-1.5785, -2.7407, -3.2562], [-0.0246, -2.9379, -3.9217], [-0.3440, -3.9927, -2.5772], [-1.4770, -0.6254, -3.8635], [-0.3444, 0.6538, -3.7442], [-1.5898, 0.6774, -2.5213], [2.2913, -2.1549, 0.9548], [3.4404, -1.2886, 1.3341], [3.2389, -1.9544, 0.6807], [-2.2943, -2.4199, 0.8801], [-2.2019, -1.6833, -0.5130], [-2.8326, -2.0962, 0.0824], [3.0656, 0.9521, -2.9997], [1.8029, 1.2674, -3.7319], [2.7488, 1.2156, -3.8906], [0.8010, -0.4818, 1.9553], [1.4228, -2.2994, 2.5448], [0.9273, -2.0466, 1.7380], [2.2451, 3.7333, -0.8632], [0.7222, 3.9512, -0.2935], [1.6754, 4.1757, -0.2292], [2.6771, 3.5993, 1.5091], [2.5356, 2.0764, 1.8173], [3.1799, 2.7982, 1.7235], [-1.0293, -4.3297, 1.3599], [-0.3141, -2.9786, 1.6503], [-1.2134, -3.4641, 1.7457], [-4.7695, 1.9365, -0.1296], [-4.2159, 1.2803, 1.1607], [-4.2873, 2.1311, 0.6903], [-0.7006, -1.0327, 3.1697], [-1.5582, -2.1533, 3.6856], [-1.5305, -1.2074, 3.6576], [3.7833, 1.1367, -0.0594], [3.5101, -0.3519, -0.2972], [4.0093, 0.4138, -0.6644], [-2.9635, 3.4023, -0.7683], [-2.5319, 1.9173, -0.8653], [-2.4124, 2.7869, -1.2452], [-2.7245, -0.3943, 2.5245], [-3.1254, -0.7602, 1.1792], [-3.3984, -0.1083, 1.8472]],
  "total_charge": -1,
  "lumo_ev": 2.7,
  "energy_ev": -34479.4221,
  "orbital_gap_ev": 9.173,
  "relative_energy_ev": 0.000
}

[2]
{
  "formula": "C40H58BBrNO35",
  "method": "the ωB97M-V functional and the def2-TZVPD basis",
  "species": ["C", "C", "C", "O", "O", "C", "C", "B", "Br", "O", "C", "N", "C", "C", "C", "C", "O", "O", "H", "H", "H", "H", "H", "H", "H", "H", "H", "H", "H", "H", "H", "H", "H", "H", "H", "H", "C", "C", "O", "C", "O", "O", "H", "H", "H", "H", "C", "C", "O", "C", "O", "O", "H", "H", "H", "H", "C", "C", "O", "C", "O", "O", "H", "H", "H", "H", "C", "C", "O", "C", "O", "O", "H", "H", "H", "H", "C", "C", "O", "C", "O", "O", "H", "H", "H", "H", "C", "C", "O", "C", "O", "O", "H", "H", "H", "H", "C", "C", "O", "C", "O", "O", "H", "H", "H", "H", "C", "C", "O", "C", "O", "O", "H", "H", "H", "H", "C", "C", "O", "C", "O", "O", "H", "H", "H", "H", "C", "C", "O", "C", "O", "O", "H", "H", "H", "H"],
  "xyz": [[3.1804, 1.5119, -4.5674], [1.9154, 0.7511, -4.1903], [1.6800, -0.5401, -4.9427], [0.9662, -1.4299, -4.5161], [2.3327, -0.5527, -6.0997], [2.0753, -1.6039, -7.0362], [1.8389, -1.0472, -8.4464], [1.2886, 0.4847, -8.5506], [-0.4071, 0.6671, -7.3120], [0.8314, 0.7891, -9.9462], [1.4342, 2.0093, -10.2891], [0.6533, 3.0968, -9.6992], [2.7860, 1.8092, -9.5416], [3.8222, 2.9329, -9.6198], [5.0679, 2.5101, -10.3966], [5.7875, 1.3246, -9.9164], [6.3251, 2.6724, -9.7747], [2.3473, 1.4817, -8.2590], [3.2008, 1.7319, -5.6315], [3.1856, 2.4689, -4.0370], [4.0820, 0.9865, -4.2507], [1.8404, 0.5346, -3.1252], [1.0465, 1.3699, -4.4353], [1.2540, -2.2397, -6.7203], [2.9717, -2.2309, -7.0510], [2.7827, -1.0871, -8.9994], [1.1353, -1.7110, -8.9549], [1.5386, 2.1527, -11.3723], [-0.3276, 2.8950, -9.8517], [0.8849, 3.9904, -10.1139], [3.1681, 0.9000, -10.0320], [3.3694, 3.7639, -10.1656], [4.1746, 3.2376, -8.6366], [5.0444, 2.6646, -11.4752], [6.3597, 0.7291, -10.6179], [5.5334, 0.9451, -8.9345], [0.7516, 4.5915, -14.9437], [-0.2752, 3.9647, -14.0204], [0.3643, 4.0567, -12.7475], [1.2665, 5.0629, -12.7929], [1.8447, 5.5102, -11.8584], [1.4234, 5.5006, -14.0705], [0.3150, 5.1289, -15.7817], [1.4740, 3.8632, -15.3172], [-1.2087, 4.5295, -13.9862], [-0.4920, 2.9254, -14.2522], [2.4149, 1.1507, 1.1986], [1.1689, 0.4465, 0.7099], [0.2816, 1.5507, 0.4623], [1.0211, 2.6556, 0.2392], [0.5918, 3.6974, -0.1452], [2.3202, 2.4247, 0.5370], [3.3360, 0.6475, 0.9191], [2.4044, 1.3121, 2.2783], [1.3260, -0.0910, -0.2245], [0.7469, -0.2259, 1.4472], [-0.3612, -4.6732, 0.2333], [0.4907, -3.7511, -0.6170], [0.6215, -2.6060, 0.2388], [0.4514, -3.0027, 1.5151], [0.6787, -2.3296, 2.4707], [-0.0129, -4.2713, 1.5690], [-0.1389, -5.7273, 0.0913], [-1.4284, -4.5020, 0.0879], [1.4842, -4.1523, -0.8207], [0.0206, -3.4640, -1.5535], [2.2254, -5.3282, 4.5810], [1.4359, -6.6178, 4.6023], [2.1250, -7.4100, 3.6277], [3.3952, -6.9470, 3.5219], [4.2638, -7.4943, 2.9248], [3.5295, -5.7759, 4.1853], [2.2661, -4.8323, 5.5467], [1.8494, -4.6259, 3.8355], [1.4848, -7.1250, 5.5679], [0.3949, -6.4779, 4.3242], [-2.9078, 1.0235, 0.6526], [-3.1899, 1.4585, 2.0757], [-4.2489, 0.5672, 2.4622], [-4.1808, -0.5348, 1.6901], [-4.8109, -1.5312, 1.8720], [-3.3012, -0.3607, 0.6815], [-1.8566, 1.1011, 0.3976], [-3.5243, 1.5509, -0.0777], [-2.3379, 1.2998, 2.7285], [-3.5188, 2.4917, 2.1568], [-2.9323, -7.3279, 5.1396], [-3.7773, -8.0942, 6.1398], [-2.8365, -8.3492, 7.1931], [-1.8614, -7.4216, 7.1254], [-1.0230, -7.2557, 7.9563], [-1.9617, -6.7024, 5.9906], [-3.4846, -6.5744, 4.5856], [-2.4122, -7.9838, 4.4399], [-4.5960, -7.4955, 6.5406], [-4.1698, -9.0303, 5.7534], [-0.2176, -5.7125, 11.4883], [-1.1098, -5.2661, 10.3478], [-2.1902, -4.6305, 11.0497], [-1.7455, -4.2352, 12.2625], [-2.3473, -3.5393, 13.0149], [-0.5158, -4.7479, 12.5054], [0.8414, -5.6894, 11.2474], [-0.4812, -6.7047, 11.8584], [-0.6254, -4.5281, 9.7063], [-1.4697, -6.0863, 9.7392], [-2.7839, 2.2745, 6.6593], [-1.3399, 2.2558, 7.1243], [-0.7844, 1.1826, 6.3479], [-1.5388, 1.0274, 5.2438], [-1.2512, 0.3257, 4.3233], [-2.6629, 1.7687, 5.3208], [-3.2186, 3.2626, 6.6539], [-3.4271, 1.6027, 7.2288], [-0.8293, 3.1828, 6.8780], [-1.2237, 2.0447, 8.1845], [-7.2914, 5.2453, 8.5316], [-5.8603, 5.2754, 9.0361], [-5.2576, 4.2173, 8.2857], [-5.9806, 4.0243, 7.1521], [-5.6408, 3.3358, 6.2483], [-7.1336, 4.7297, 7.2072], [-7.7625, 6.2237, 8.4987], [-7.9201, 4.5596, 9.1019], [-5.3522, 6.2104, 8.7948], [-5.7682, 5.0795, 10.1009], [1.6879, 6.6357, 3.6062], [1.7017, 5.2643, 2.9603], [1.5706, 4.3980, 4.1008], [0.9835, 5.0892, 5.0957], [0.5742, 4.6166, 6.1104], [0.9104, 6.4025, 4.7878], [1.2192, 7.3998, 2.9929], [2.6833, 6.9693, 3.9043], [0.8501, 5.1066, 2.2984], [2.6180, 5.0419, 2.4229]],
  "total_charge": -1,
  "lumo_ev": 1.4,
  "energy_ev": -186296.9214,
  "orbital_gap_ev": 6.505
}

[3]
{
  "formula": "C5H6N",
  "method": "the ωB97M-V functional and the def2-TZVPD basis",
  "species": ["C", "C", "C", "C", "C", "N", "H", "H", "H", "H", "H", "H"],
  "xyz": [[-0.7703, -1.3802, 0.0580], [-0.3705, 0.6841, 0.0634], [0.3040, -0.7458, -0.1363], [-1.9384, 0.7916, -0.1547], [1.7735, -0.7450, -0.0009], [-2.6578, -0.1360, -0.0488], [0.1838, 1.2345, -0.7002], [-0.2108, 1.0276, 1.0855], [-2.4368, 1.7425, -0.1030], [2.1681, -1.6511, -0.5480], [1.9122, -1.0492, 1.0258], [2.0429, 0.2271, -0.5406]],
  "total_charge": 1,
  "lumo_ev": [-8.1, -8.1],
  "energy_ev": -6756.9336,
  "orbital_gap_ev": [7.715, 7.713],
  "relative_energy_ev": 8.244
}

[4]
{
  "formula": "C26H39FN3O3Sb2Se4Sn",
  "method": "the ωB97M-V functional and the def2-TZVPD basis",
  "species": ["Sn", "F", "C", "C", "C", "C", "O", "C", "C", "N", "C", "C", "C", "C", "C", "C", "N", "C", "C", "N", "C", "C", "C", "O", "O", "H", "H", "H", "H", "H", "H", "H", "H", "H", "H", "H", "H", "H", "H", "H", "H", "H", "H", "Se", "Sb", "Se", "Se", "Se", "C", "C", "C", "Sb", "C", "C", "C", "C", "C", "C", "H", "H", "H", "H", "H", "H", "H", "H", "H", "H", "H", "H", "H", "H", "H", "H", "H", "H", "H", "H", "H"],
  "xyz": [[-0.8666, 1.1474, 0.2908], [-4.7200, 1.9280, 4.3919], [-3.7851, 2.8272, 4.0003], [-2.4754, 2.4698, 3.9932], [-1.5301, 3.3822, 3.5194], [-0.2350, 2.8283, 3.0489], [-0.0249, 1.6128, 3.1824], [0.5691, 3.7434, 2.2823], [0.2433, 5.0542, 2.2814], [-0.9289, 5.5651, 2.7778], [-1.2304, 6.9545, 2.5978], [-1.4745, 7.7937, 3.8159], [-0.2056, 7.9561, 3.0257], [-1.8947, 4.6978, 3.2506], [-3.2605, 5.0380, 3.2355], [-4.2003, 4.0627, 3.4776], [-5.5211, 4.2033, 2.9435], [-6.6277, 4.6961, 3.7085], [-7.6727, 5.2271, 2.7316], [-8.0430, 4.1353, 1.7614], [-6.8347, 3.6019, 1.0053], [-5.8858, 3.0978, 2.0487], [1.5268, 3.2164, 1.2068], [2.7346, 3.3304, 1.2840], [0.8154, 2.7790, 0.2287], [-2.1722, 1.4582, 4.2107], [0.8407, 5.7735, 1.7361], [-1.8109, 7.1849, 1.7098], [-1.4029, 7.2899, 4.7697], [-2.2270, 8.5674, 3.7548], [0.7043, 7.5700, 3.4630], [-0.0823, 8.8372, 2.4130], [-3.5839, 5.9756, 2.8047], [-6.3119, 5.5043, 4.3686], [-7.0913, 3.9134, 4.3399], [-7.2568, 6.0335, 2.1310], [-8.5852, 5.5541, 3.2293], [-8.7595, 4.4557, 1.1127], [-8.4356, 3.3519, 2.2882], [-6.4164, 4.4354, 0.4417], [-7.1611, 2.8106, 0.3299], [-4.9965, 2.7146, 1.5466], [-6.3374, 2.2489, 2.5759], [-4.9008, 2.7585, -3.1046], [-4.1322, 1.3995, -1.2723], [-2.1723, -0.1071, -1.7971], [-2.8246, 2.9254, 0.2836], [-5.8057, 0.3065, 0.1057], [0.4165, -4.6831, 2.3997], [1.3510, -3.6898, 3.0834], [2.7820, -3.8765, 2.5855], [0.7505, -1.6371, 2.6604], [-1.2171, -1.6348, 3.5769], [-2.2906, -2.0287, 2.5650], [-1.3315, -2.4402, 4.8648], [1.8065, -0.6997, 4.3277], [2.2961, -1.6393, 5.4235], [2.9574, 0.1436, 3.7875], [0.7800, -5.7107, 2.5180], [0.3470, -4.4852, 1.3262], [-0.5958, -4.6420, 2.8035], [1.3204, -3.8508, 4.1634], [2.8276, -3.7717, 1.4982], [3.1618, -4.8734, 2.8369], [3.4711, -3.1422, 3.0083], [-1.3296, -0.5761, 3.8164], [-2.1666, -3.0595, 2.2238], [-2.2825, -1.3955, 1.6751], [-3.2899, -1.9483, 3.0054], [-1.0990, -3.4964, 4.7078], [-2.3542, -2.3909, 5.2564], [-0.6630, -2.0646, 5.6409], [1.0492, -0.0292, 4.7390], [3.0700, -2.3173, 5.0552], [1.4999, -2.2530, 5.8462], [2.7418, -1.0627, 6.2424], [3.7256, -0.4874, 3.3287], [3.4404, 0.7059, 4.5946], [2.6269, 0.8583, 3.0338]],
  "total_charge": -1,
  "lumo_ev": 0.9,
  "energy_ev": -321219.1616,
  "orbital_gap_ev": 4.982,
  "relative_energy_ev": 0.951
}